Record 1
DFT (wB97M-V/def2-TZVPD) results for a structure of composition C23H48N2O2P2Ti in a non-equilibrium geometry.

Results
**HOMO-LUMO gap (spin up / spin down)**: 5.1 / 5.1 eV
**Strongest force on any atom**: 7.97 eV/Å
**Net charge**: +4
**2S+1**: 1
**HOMO level (spin up / spin down)**: -21.9007 / -21.8989 eV
**LUMO level (spin up / spin down)**: -16.833 / -16.841 eV

Each line ends with the Löwdin charge.
Positions of all 78 atoms, in Å:
H -1.635 1.754 2.705  0.19
H 0.103 0.066 -4.581  0.08
H 5.165 -1.366 0.286  0.11
C -3.325 2.274 -1.329  -0.07
O -0.857 -2.843 0.706  0.23
H -0.229 -0.770 3.083  0.03
H 2.444 -2.455 1.087  0.10
H 0.624 -0.870 4.625  0.13
H 4.330 -0.976 2.944  0.07
H 4.798 0.671 -0.630  0.10
C 3.861 1.235 -0.533  -0.10
H -2.749 -2.766 -1.416  0.07
H -4.770 -0.046 -0.058  0.14
O 0.833 3.046 -0.924  0.27
N -2.056 0.825 2.699  0.08
Ti 0.168 0.007 -0.318  0.71
H 5.278 0.542 1.694  0.10
H -1.268 0.765 0.591  0.15
H -3.578 2.764 -2.279  0.10
H -2.229 2.574 -4.889  0.13
P -1.641 0.123 -2.044  1.07
H 4.830 -2.548 2.300  0.13
H 3.334 -2.414 3.249  0.10
H -3.325 -3.188 -3.035  0.13
H -1.122 2.293 -2.857  0.09
H -2.622 -2.230 1.650  0.14
C -3.237 -0.945 3.195  0.07
C -2.059 -1.441 -3.009  -0.47
C -0.827 -2.270 -3.373  -0.08
C 0.622 1.931 -0.708  -0.11
C 3.958 -1.908 2.503  -0.06
C 3.197 -1.655 1.197  -0.47
H 2.033 2.227 3.621  0.11
H -4.064 -1.832 -2.167  0.09
H -2.353 2.661 -0.998  0.07
C 4.166 -1.746 0.012  -0.08
H 0.934 1.008 -3.320  0.06
H 3.123 0.795 -1.219  0.05
C -2.300 1.544 -4.495  -0.05
H 0.506 1.510 4.177  0.10
H -3.217 -0.893 -0.004  0.04
C -3.113 -2.341 -2.362  -0.07
C -1.226 1.347 -3.415  -0.51
H -0.473 0.732 1.236  0.11
H 0.707 1.963 2.470  0.04
H 4.260 1.322 2.933  0.08
C 0.748 -0.932 3.530  -0.09
H 4.060 2.262 -0.873  0.12
C -2.934 0.351 3.533  0.02
H -4.078 2.577 -0.588  0.11
H -2.133 0.869 -5.347  0.11
H 1.055 -1.953 3.280  0.09
H 0.363 1.806 -4.803  0.13
H 2.685 -0.018 3.597  0.11
C -3.302 0.747 -1.449  -0.50
C -0.530 -1.788 0.357  -0.10
C 1.735 0.125 3.054  -0.50
H -3.337 0.919 4.341  0.17
H -1.092 -2.974 -4.182  0.13
P 2.123 -0.110 1.239  1.07
H -3.374 0.712 0.706  0.07
H -2.475 -1.030 -3.944  0.13
C 0.120 1.029 -4.059  -0.08
C -3.681 0.095 -0.146  -0.12
H 3.829 -1.209 -0.876  0.06
C -2.499 -1.269 2.086  -0.14
H -0.475 -2.869 -2.520  0.08
H 5.085 2.298 1.708  0.13
H -4.041 0.443 -2.216  0.14
H 2.749 2.167 1.040  0.10
H -3.321 1.401 -4.132  0.08
N -1.779 -0.218 1.838  -0.19
H 0.007 -1.655 -3.722  0.06
H 4.297 -2.802 -0.271  0.12
C 3.366 1.263 0.913  -0.50
C 4.551 1.346 1.878  -0.05
H -3.940 -1.591 3.685  0.15
C 1.221 1.535 3.342  -0.08

***

Record 2
DFT (wB97M-V/def2-TZVPD) results for a structure of composition C23H48NOP3RuSe in a non-equilibrium geometry.

Results
**HOMO-LUMO gap (spin up / spin down)**: 6.1 / 3.3 eV
**Strongest force on any atom**: 3.27 eV/Å
**Net charge**: +3
**2S+1**: 6
**HOMO level (spin up / spin down)**: -15.3354 / -16.6738 eV
**LUMO level (spin up / spin down)**: -9.198 / -13.331 eV

Each line ends with the Mulliken spin population.
Positions of all 78 atoms, in Å:
C 3.138 0.163 -0.747  0.07
H 2.123 2.703 -1.880  0.00
H -2.997 0.730 -3.206  0.00
H 0.827 -1.472 3.945  0.00
C -0.589 -0.210 2.954  -0.05
C 0.846 -0.560 3.323  0.03
C 3.103 0.229 -7.491  0.16
H 2.567 -0.455 -4.159  0.03
H 1.927 1.234 6.046  0.02
C -0.664 2.917 0.597  0.03
H 2.262 -2.947 -0.021  0.00
H 1.367 -0.793 2.392  -0.06
H -0.537 3.813 -2.522  0.02
Ru -0.343 -0.060 -2.008  1.70
H -1.641 2.576 0.951  0.00
H -0.740 4.011 0.438  0.00
C 2.356 -0.196 -5.201  0.05
O -0.966 -0.038 1.780  0.26
H 0.021 2.779 1.450  0.00
H -0.209 0.628 7.072  0.01
H -2.838 -2.484 -0.424  0.00
H -4.305 -1.470 -0.459  0.00
H -2.992 2.190 -0.511  0.00
H 1.633 -0.506 5.863  0.00
H -1.792 -3.182 -2.104  -0.02
C 1.312 0.488 5.541  -0.01
H -0.486 1.706 5.684  -0.01
H -0.701 -1.344 5.502  0.05
H 0.242 -3.078 1.410  0.00
H 2.097 2.954 -0.110  0.00
C 1.781 0.446 -7.860  -0.03
C 3.390 -0.109 -6.165  0.00
H -2.446 0.034 3.757  -0.03
C -0.741 -2.961 -2.328  0.04
P -0.036 2.026 -0.950  0.01
C 1.719 -2.976 -0.976  -0.01
H -2.048 2.921 -2.058  -0.01
H 3.656 1.123 -0.929  0.01
C 0.765 0.356 -6.913  0.11
H 1.530 0.693 -8.886  0.00
H -2.066 -0.317 5.966  0.00
H -3.127 -1.377 0.887  0.00
C 1.504 3.011 -1.033  -0.01
H 3.903 0.311 -8.228  0.00
H -4.339 -0.258 -2.441  0.00
H 2.014 -0.915 0.757  0.19
H -0.272 0.530 -7.207  0.00
C 1.012 0.100 -5.540  0.07
H -0.694 -2.246 -3.168  0.03
N -1.453 -0.069 3.993  0.60
H 2.330 0.031 -1.553  0.06
H 4.433 -0.311 -5.881  0.00
C -0.503 -3.072 0.595  0.03
H -4.372 1.068 -0.421  0.00
P -2.364 -0.137 -1.097  -0.09
C 1.517 0.596 4.035  -0.02
H 1.815 0.944 0.801  0.04
H 1.568 -4.043 -1.200  0.00
H -0.187 -3.871 -2.589  0.01
C -0.986 2.831 -2.315  0.10
H 2.367 -2.562 -1.752  0.00
Se -0.483 0.179 -4.423  0.71
H -0.868 2.164 -3.202  0.00
H -1.408 -2.655 1.050  0.00
H -2.872 -1.026 -3.233  0.01
C -3.228 -1.488 -0.201  0.01
C 2.204 0.062 0.333  0.62
C -0.136 0.700 5.972  0.10
H 3.816 -0.720 -0.809  0.01
C -3.290 1.182 -0.217  0.01
P 0.103 -2.122 -0.918  0.12
H -0.717 -4.138 0.383  0.00
C -1.129 -0.333 5.395  0.01
H -3.125 1.127 0.867  0.00
H 1.253 4.074 -1.179  0.00
H 1.144 1.560 3.661  0.00
H 2.585 0.577 3.808  0.00
C -3.257 -0.180 -2.641  0.00

***

Record 3
DFT (wB97M-V/def2-TZVPD) results for a cluster of 5 separate species, C23H49B3IO15P in total in a non-equilibrium geometry.

Results
**HOMO-LUMO gap**: 8.4 eV
**Strongest force on any atom**: 4.76 eV/Å
**SMILES**: CCCCCB1OB(C[C@@H](C)I)OB(P(C)CC)O1.COC(=O)OC.COC(=O)OC.COC(=O)OC.COC(=O)OC
**2S+1**: 1
**HOMO level**: -8.3682 eV
**LUMO level**: 0.024 eV

Each line ends with the Löwdin charge.
Positions of all 92 atoms, in Å:
H -2.301 3.195 -4.340  0.13
C 4.502 2.759 -2.188  -0.13
H -4.293 -7.281 -0.289  0.08
H 5.143 3.317 -1.384  0.07
C 5.635 9.676 8.598  -0.05
H -5.368 -2.474 -3.510  0.08
H 6.370 9.722 9.407  0.09
C -5.262 -1.978 -2.454  -0.19
C -2.117 -9.217 -0.009  -0.05
O 3.435 4.121 4.099  0.09
H 4.074 1.396 -0.413  0.10
H 2.687 4.337 1.531  0.10
C -2.487 2.648 -3.299  -0.15
H 4.268 -0.593 -4.418  0.11
H -4.130 -0.160 -3.470  0.09
H 2.556 1.607 -1.510  0.10
O -0.192 -8.018 1.417  0.12
H 5.802 10.529 7.932  0.10
H 2.749 1.810 -4.138  0.11
C 3.712 1.430 -1.551  -0.26
H 1.711 3.055 2.339  0.10
O 5.825 8.448 7.899  -0.01
H 5.127 2.429 -3.132  0.08
O 3.768 2.732 2.300  -0.01
C -1.016 -7.333 0.831  -0.55
H 3.982 -0.857 -1.432  0.11
H -3.452 1.995 -3.431  0.11
O -6.505 -5.285 -2.572  0.10
H -1.214 -9.624 -0.474  0.10
B -1.224 1.654 -2.951  -0.45
H -9.109 -5.659 -3.101  0.10
H -2.150 2.722 -0.193  0.09
C -3.105 3.215 -0.666  -0.17
H 4.557 7.464 4.373  0.10
H 4.757 5.753 4.798  0.05
H -3.796 4.344 -2.523  0.09
H -2.974 -9.475 -0.637  0.09
H -2.750 -4.249 -1.838  0.04
H 3.388 6.653 5.480  0.11
O -0.023 1.747 -3.804  0.15
H -4.147 -6.243 -1.720  0.09
H -3.972 -0.186 -1.592  0.09
H 4.634 9.719 9.039  0.10
C -2.190 -3.267 -1.474  -0.33
H -1.057 -3.522 -1.315  0.06
H 0.950 -5.601 1.184  0.10
H -0.172 -4.266 1.509  0.09
C -0.036 -5.349 1.586  -0.05
O 5.262 7.062 6.290  -0.01
O -1.065 -5.977 0.824  -0.02
C -4.825 -6.567 -0.925  -0.04
O -7.760 -7.202 -2.736  -0.01
C -2.788 3.808 -2.176  -0.76
H -0.110 -5.631 2.641  0.10
B 0.813 0.518 -3.706  -0.36
H 2.434 2.766 0.745  0.07
C 4.186 0.015 -2.221  -0.22
H 2.344 0.471 -5.397  0.13
H -2.274 -9.655 0.983  0.10
H -9.440 -7.204 -3.908  0.09
H -2.656 -2.891 -0.450  0.07
H -4.953 -2.806 -1.687  0.06
C 2.398 0.697 -4.226  -0.09
B -0.997 -0.652 -2.626  -0.55
C 5.658 3.139 5.225  -0.04
O -5.963 -7.229 -1.473  -0.01
P -2.416 -1.924 -2.812  0.96
C 4.972 8.259 6.860  -0.56
O 0.351 -0.801 -3.229  0.12
C -8.648 -6.510 -3.612  -0.05
H -3.503 4.116 -0.033  0.08
H -5.133 -5.718 -0.306  0.10
H 3.623 3.500 -2.501  0.08
C 4.437 6.729 5.175  -0.05
H 4.911 2.928 5.996  0.11
H -8.122 -6.183 -4.515  0.10
O -2.044 -7.795 0.075  -0.04
H -3.977 2.401 -0.671  0.09
H -6.222 -1.372 -2.116  0.09
O 5.213 2.674 3.952  0.00
H 2.931 -1.494 -3.442  0.12
H 5.886 4.209 5.187  0.08
C 4.074 3.263 3.510  -0.55
C 2.582 3.261 1.709  -0.04
C -6.721 -6.453 -2.289  -0.56
H 5.358 0.084 -2.390  0.12
H 6.576 2.601 5.479  0.10
I -1.246 5.381 -2.212  0.73
C -4.031 -0.895 -2.535  -0.44
C 3.419 -0.416 -3.597  -0.22
O -1.223 0.622 -1.856  0.09
O 4.097 9.031 6.502  0.11

***

Record 4
DFT (wB97M-V/def2-TZVPD) results for a structure of composition C23H49FeN3OP4 in a non-equilibrium geometry.

Results
**HOMO-LUMO gap (spin up / spin down)**: 7.0 / 4.5 eV
**Strongest force on any atom**: 3.06 eV/Å
**Net charge**: +3
**2S+1**: 6
**HOMO level (spin up / spin down)**: -16.0273 / -16.9341 eV
**LUMO level (spin up / spin down)**: -9.034 / -12.406 eV

Each line ends with the Mulliken spin population.
Positions of all 81 atoms, in Å:
H 1.313 -0.571 1.623  0.04
H 1.932 -0.721 -2.827  -0.01
H 0.243 2.120 3.426  0.00
H -2.904 2.194 1.926  0.00
H 3.467 -3.032 -0.306  0.00
H -2.836 0.423 1.747  0.00
H 1.557 3.741 1.227  0.00
H 2.594 3.637 2.673  0.00
H 4.782 0.500 -0.394  0.00
C 3.562 -2.131 0.318  0.02
H 1.901 4.893 -0.812  0.01
N -2.536 -2.939 0.673  0.55
C 2.395 3.210 1.684  -0.02
C 2.103 -1.523 -2.095  0.00
H -1.760 -1.928 -1.009  0.00
C 0.430 -3.327 0.467  0.02
H 0.529 -3.476 -0.617  -0.01
C -2.231 1.326 1.892  0.00
H 2.914 -2.187 -2.427  0.00
N -0.520 -4.292 1.002  0.22
C 3.719 0.898 2.401  0.02
H -0.430 3.732 1.533  0.00
C 2.527 4.453 -1.591  0.19
C -2.101 1.486 -0.978  -0.02
H -3.159 -1.861 2.383  0.01
H 3.157 -2.321 1.319  -0.01
H 0.887 0.507 3.861  0.00
H 1.176 -2.091 -1.966  -0.01
P 2.681 -0.733 -0.543  -0.08
H 5.468 4.881 -3.255  0.00
C -0.839 3.398 0.572  0.01
C -1.869 -1.794 0.079  0.01
C 3.739 5.006 -1.963  -0.05
H -1.490 1.408 -1.883  0.00
H 1.418 -3.499 0.914  0.01
H 2.449 1.806 -3.772  0.00
C -1.629 -0.481 -3.863  0.00
P 2.040 1.426 1.906  0.01
N -1.391 -2.922 2.850  0.10
H -1.831 3.848 0.429  0.00
C 4.164 0.097 -1.203  0.01
H -0.219 0.628 -5.042  0.00
H 4.731 -0.665 -1.756  0.00
H 4.449 1.174 1.630  0.00
H -3.327 -3.652 2.494  0.00
P -1.024 1.575 0.507  0.16
H 4.626 -1.869 0.406  0.00
H 4.620 2.847 -4.468  0.00
C -2.688 -2.824 2.139  -0.02
Fe 0.962 0.317 0.399  3.05
C -0.571 -1.747 2.676  0.07
C 2.847 2.698 -3.281  0.17
O 1.131 2.503 -1.667  0.37
C 2.092 3.192 -2.155  0.13
C 4.508 4.428 -2.985  0.27
H -1.712 -4.289 -0.727  0.00
C -1.838 -4.214 0.358  -0.02
P -0.169 -1.578 0.829  -0.17
H 0.361 -1.865 3.245  -0.01
H -1.088 -0.851 3.045  -0.01
C 4.044 3.290 -3.651  -0.04
H 3.957 1.435 3.331  0.00
H 1.850 1.986 4.210  0.00
H -1.711 1.253 2.854  0.00
H -1.377 -1.482 -4.232  0.00
H -2.709 2.401 -1.028  0.00
H -2.774 0.624 -0.943  0.00
H 0.310 -4.156 2.947  0.01
H -2.492 -0.418 -3.183  0.00
H 4.100 5.900 -1.461  0.00
H 3.871 0.903 -1.885  0.01
H 3.284 3.323 1.052  0.01
H -1.276 -5.018 2.832  0.00
H -0.177 3.691 -0.254  0.00
H 3.775 -0.183 2.576  0.00
C -1.003 0.632 -4.277  0.00
C -0.683 -4.160 2.477  -0.02
C 1.153 1.510 3.506  0.02
H -2.481 -0.902 0.242  0.01
H -1.286 1.612 -3.889  0.00
H -2.457 -5.047 0.730  0.00